ORCA calculation (the ωB97M-V functional and the def2-TZVPD basis) on one molecule with the formula C4H7BF3NO.

The geometry in XYZ format:
```
17
C4H7BF3NO | OMol25 | the ωB97M-V functional and the def2-TZVPD basis
C -1.45917 -1.42231 0.19692
B -1.13426 0.07771 0.07164
C -2.17150 1.21160 -0.18534
N 0.29946 0.48654 -0.05996
C 1.49232 -0.54537 0.03136
O 1.41597 -1.71418 0.11182
C 2.87754 0.24455 -0.03756
F 3.01856 1.24242 0.86170
F 3.81540 -0.65748 0.29790
F 3.08246 0.80539 -1.19574
H -2.28137 -1.61085 -0.45279
H -1.67080 -1.53862 1.26921
H -0.65857 -2.10591 0.01372
H -1.78176 1.80704 -0.95811
H -2.70111 1.78438 0.69184
H -2.85700 0.51274 -0.61385
H 0.71383 1.42236 -0.04277
```

Calculated values
Relative energy (zero: lowest compared OMol25 entry of this formula, charge and spin) (eV): 0.000
2S+1: 1
E_tot (Eh): -611.08809
SMILES: CB(C)NC(=O)C(F)(F)F
LUMO level (eV): 0.5

These are the Löwdin partial charges, in e, on atoms 1 to 5: C -0.008; B -0.467; C -0.014; N 0.182; C -0.243

***

ORCA calculation (the ωB97M-V functional and the def2-TZVPD basis) on C37H39Br2N4OS2SeSiY as an isolated structure.

The geometry in XYZ format:
```
88
C37H39Br2N4OS2SeSiY | OMol25 | the ωB97M-V functional and the def2-TZVPD basis
Y 1.68210 0.57980 -1.08005
C 4.10639 1.30130 1.73973
C 4.31239 -0.09078 1.22816
C 5.37861 -0.85984 1.75215
C 5.63828 -2.09576 1.24458
C 4.84126 -2.60234 0.19233
C 5.05448 -3.84559 -0.45428
Br 6.46127 -4.98464 0.10481
C 4.26378 -4.23316 -1.49442
C 3.20524 -3.41717 -1.92771
Br 2.14775 -3.99031 -3.37622
C 2.90840 -2.21478 -1.31642
O 1.91389 -1.44643 -1.67940
C 3.77637 -1.79487 -0.24778
N 3.52693 -0.55626 0.28585
H 5.05799 1.83360 1.75867
H 3.70276 1.29330 2.75442
H 3.41645 1.86506 1.11728
H 5.99372 -0.44024 2.53711
H 6.46081 -2.68986 1.61825
H 4.43992 -5.17279 -1.99864
S 0.62074 2.06301 1.55926
C -0.48281 1.04954 2.26485
N -1.60960 1.46845 2.84082
C -2.44050 0.54280 3.60561
C -1.53165 -0.38454 4.37017
N -0.66780 -1.07566 3.41956
C -0.43800 -2.50372 3.66850
C -1.70265 -3.30655 3.49594
C -2.33050 -3.87699 4.59659
C -3.51039 -4.59397 4.44329
C -4.07071 -4.73884 3.18434
C -3.44777 -4.17169 2.07939
C -2.26869 -3.46084 2.23133
C -0.24151 -0.45479 2.32040
S 0.51572 -1.21029 1.05709
C -2.13307 2.83043 2.71317
C -3.44412 2.84866 1.96377
C -3.57143 2.15246 0.76705
C -4.75627 2.20533 0.05091
C -5.82531 2.95222 0.52774
C -5.70492 3.64542 1.72263
C -4.51729 3.59151 2.43962
H -3.10924 -0.01646 2.94580
H -3.05212 1.13009 4.28879
H -2.11768 -1.13525 4.89735
H -0.93165 0.16758 5.09991
H -0.06681 -2.59704 4.69192
H 0.34263 -2.83439 2.98875
H -1.88895 -3.76907 5.58163
H -3.98775 -5.03854 5.30693
H -4.98936 -5.29763 3.06125
H -3.87985 -4.29137 1.09423
H -1.77653 -3.02825 1.36808
H -1.38149 3.43174 2.20830
H -2.26496 3.23616 3.71887
H -2.73303 1.58751 0.37877
H -4.84015 1.67229 -0.88786
H -6.74975 2.99606 -0.03326
H -6.53449 4.22930 2.09987
H -4.42212 4.13504 3.37337
Se 3.95000 1.85778 -2.07502
C 3.70751 1.35800 -3.90296
C 3.52352 0.02327 -4.26283
C 3.33762 -0.29681 -5.60042
N 3.34338 0.59725 -6.58503
C 3.54871 1.86532 -6.23493
C 3.73181 2.29423 -4.93067
H 3.52666 -0.75744 -3.51573
H 3.17581 -1.33196 -5.88504
H 3.56020 2.58997 -7.04325
H 3.87651 3.34584 -4.72210
C -2.24293 3.42824 -3.32457
Si -1.08381 1.93155 -3.30347
C 0.29318 2.31978 -4.52608
C -2.04794 0.44498 -3.96159
C -0.45176 1.54482 -1.60943
H -2.66597 3.60662 -4.31642
H -1.70510 4.33273 -3.02571
H -3.06893 3.29139 -2.61978
H -0.11198 2.70785 -5.46482
H 0.89462 1.44239 -4.77329
H 0.98051 3.07094 -4.12609
H -2.41196 0.60923 -4.97844
H -2.91366 0.22733 -3.32873
H -1.41991 -0.45037 -3.97702
H -1.19650 0.88072 -1.14360
H -0.47657 2.47832 -1.02620
```

Calculated values
Relative energy (zero: lowest compared OMol25 entry of this formula, charge and spin) (eV): 0.456
2S+1: 1
E_tot (Eh): -10401.42648
LUMO level (eV): -1.2

These are the Löwdin partial charges, in e, on atoms 1 to 5: Y 1.095; C -0.049; C -0.322; C -0.004; C -0.015

***

ORCA calculation (the ωB97M-V functional and the def2-TZVPD basis) on C25H35AsF6N7OPSZr as an isolated structure.

The geometry in XYZ format:
```
78
C25H35AsF6N7OPSZr | OMol25 | the ωB97M-V functional and the def2-TZVPD basis
Zr 0.07660 0.49800 0.03410
S -0.07000 0.55730 2.53050
C -0.43740 2.32650 2.47780
N -1.11410 2.90360 3.45170
N -1.55560 2.23590 4.44700
C -2.38890 2.74390 5.39600
C -2.75640 4.10830 5.37150
C -3.64550 4.58030 6.30620
C -4.17220 3.71950 7.27480
C -3.80520 2.36830 7.30650
C -2.91370 1.87640 6.38090
N -0.07910 3.08460 1.45490
N 0.41170 2.51830 0.38930
C 0.66600 3.28990 -0.74170
C 0.66770 2.59940 -1.97730
C 0.78960 3.30240 -3.15970
C 0.93460 4.69030 -3.12850
C 0.99460 5.36590 -1.91450
C 0.86180 4.67850 -0.72000
H -1.31520 1.23130 4.52420
H -2.32710 4.74830 4.61530
H -3.93660 5.61930 6.29280
H -4.86520 4.10180 8.01000
H -4.22720 1.71550 8.05460
H -2.62290 0.83570 6.40290
H 0.54290 1.50380 -1.98970
H 0.75420 2.78960 -4.10970
H 0.99050 5.23990 -4.05290
H 1.13050 6.43610 -1.90240
H 0.90440 5.18270 0.23380
O 1.94110 0.18170 -0.03410
P 3.09480 -0.82600 -0.15390
N 2.97840 -1.84540 1.14670
C 3.03780 -1.21910 2.47380
C 2.75870 -2.39350 3.40090
C 3.58800 -3.50240 2.75480
C 3.45880 -3.23150 1.25000
N 4.44500 0.14540 -0.14300
C 4.42620 1.53130 0.33920
C 5.80900 1.72280 0.95380
C 6.68740 0.85730 0.05020
C 5.81360 -0.36840 -0.20440
N 2.82830 -1.67410 -1.54150
C 2.44800 -0.85700 -2.71980
C 2.80210 -1.73090 -3.92040
C 4.04060 -2.47460 -3.43470
C 3.67180 -2.80210 -1.99120
H 2.30070 -0.41120 2.54090
H 4.03360 -0.80700 2.67550
H 1.69790 -2.64360 3.38210
H 3.05740 -2.19810 4.42630
H 3.23310 -4.49520 3.01890
H 4.62900 -3.42380 3.06950
H 2.72710 -3.89310 0.78060
H 4.41860 -3.36900 0.74640
H 3.59350 1.68740 1.03430
H 4.29380 2.20280 -0.51750
H 5.83290 1.35290 1.97900
H 6.11500 2.76490 0.95510
H 7.63590 0.59770 0.51140
H 6.89190 1.37850 -0.88430
H 5.97490 -1.12330 0.57290
H 6.00760 -0.82610 -1.17610
H 3.00770 0.08780 -2.73370
H 1.37800 -0.64400 -2.70000
H 2.98450 -1.14670 -4.81840
H 1.99490 -2.43610 -4.12040
H 4.91520 -1.82420 -3.47870
H 4.24530 -3.36710 -4.01850
H 4.54780 -2.92410 -1.35730
H 3.07400 -3.71680 -1.94700
F -0.60540 -0.54750 -1.71660
As -2.48340 -0.51470 -1.10540
F -2.70960 -2.08810 -1.61770
F -1.41940 -1.08000 0.43570
F -3.86960 -0.27950 -0.19110
F -1.79140 1.22370 -0.33790
F -2.79350 0.37440 -2.50680
```

Calculated values
Relative energy (zero: lowest compared OMol25 entry of this formula, charge and spin) (eV): 0.247
2S+1: 2
E_tot (Eh): -5052.99375
⟨S²⟩: 0.980
LUMO level (alpha / beta) (eV): -10.3 / -11.6
Charge: +3

These are the Löwdin partial charges, in e, on atoms 1 to 5: Zr 1.642; S 0.691; C -0.654; N 0.113; N 0.080

***

ORCA calculation (the ωB97M-V functional and the def2-TZVPD basis) on a 6-piece molecular cluster, C18H42N6O6 overall.

The geometry in XYZ format:
```
72
C18H42N6O6 | OMol25 | the ωB97M-V functional and the def2-TZVPD basis
C 18.72134 -46.68456 16.95903
N 18.39839 -46.71218 18.38542
C 18.53583 -45.49847 19.29134
C 17.89790 -47.80079 18.98552
O 17.77918 -47.77787 20.23148
H 19.66018 -46.22139 16.67459
H 18.01327 -46.05780 16.59604
H 18.59437 -47.42806 16.43172
H 19.33398 -45.66411 20.12396
H 17.70727 -45.16528 19.87936
H 18.78452 -44.51937 18.80451
H 17.61979 -48.74821 18.22953
C 20.33721 -48.51095 12.00505
N 21.10716 -47.66208 12.98878
C 21.74586 -46.44555 12.55082
C 21.03280 -48.05228 14.35673
O 21.58800 -47.26547 15.22462
H 20.52228 -49.45771 11.84368
H 20.59783 -48.07195 11.03165
H 19.27322 -48.30476 12.08597
H 22.35224 -45.75713 12.89792
H 20.95995 -45.76567 12.51375
H 22.10458 -46.44061 11.33675
H 20.59888 -49.06098 14.58642
C 19.00417 -43.75244 10.35372
N 18.75202 -43.70294 11.81063
C 17.70519 -44.59077 12.24198
C 19.33061 -42.75041 12.58829
O 19.16512 -42.43736 13.87019
H 19.91872 -43.18854 10.06544
H 18.03851 -43.42380 9.79130
H 19.43497 -44.87576 10.03706
H 17.21642 -44.28064 13.24883
H 18.06427 -45.66496 12.23667
H 16.86471 -44.60280 11.59393
H 20.25694 -42.36387 12.00210
C 20.47004 -54.45890 9.98413
N 19.97850 -53.18145 9.48411
C 20.71354 -51.86712 9.72743
C 18.83512 -53.03557 8.86965
O 18.34808 -52.06470 8.37928
H 20.68189 -55.00168 9.15740
H 19.80397 -54.70922 10.58324
H 21.25337 -54.26524 10.75629
H 20.09071 -51.10956 9.69878
H 21.45346 -51.56961 8.83675
H 21.31750 -51.98065 10.59645
H 18.32924 -54.05025 8.65961
C 21.38304 -43.44737 17.54799
N 22.30838 -42.79407 16.54053
C 23.21055 -41.69020 16.99321
C 22.20485 -43.31489 15.26952
O 22.86412 -42.87024 14.21456
H 21.92089 -43.96043 18.06953
H 20.50555 -43.80397 16.98996
H 20.95176 -42.57398 18.33722
H 22.93938 -40.76520 16.65384
H 24.36904 -41.93796 16.78846
H 23.02312 -41.60573 18.02799
H 21.48230 -44.07683 15.08904
C 22.34352 -44.19895 8.71154
N 23.49308 -44.90951 9.23946
C 23.72725 -46.25820 8.44567
C 24.37621 -44.69435 10.21769
O 25.39282 -45.32848 10.59816
H 21.96639 -43.80400 9.50454
H 21.50060 -44.60994 8.15921
H 22.54949 -43.26642 8.21676
H 23.54567 -46.37916 7.36753
H 22.89609 -46.74327 8.87641
H 24.68038 -46.81410 8.58723
H 24.12341 -43.76194 10.74417
```

Calculated values
Relative energy (zero: lowest compared OMol25 entry of this formula, charge and spin) (eV): 14.954
2S+1: 1
E_tot (Eh): -1490.57898
SMILES: CN(C)C=O.CN(C)C=O.CN(C)C=O.CN(C)C=O.CN(C)C=O.CN(C)C=O
LUMO level (eV): 0.1

These are the Löwdin partial charges, in e, on atoms 1 to 5: C -0.030; N -0.141; C -0.034; C -0.337; O -0.048

***

ORCA calculation (the ωB97M-V functional and the def2-TZVPD basis) on one molecule with the formula C6H12O.

The geometry in XYZ format:
```
19
C6H12O | OMol25 | the ωB97M-V functional and the def2-TZVPD basis
C 0.67702 2.08331 0.25717
C 1.02291 0.73839 0.88187
C 0.92444 -0.42137 -0.10166
C 0.18028 -0.37628 -1.42734
C -0.35317 -1.17682 -0.27782
C -1.62557 -0.69907 0.39054
O -0.18521 -2.57207 -0.30803
H 1.30380 2.21573 -0.63050
H 0.84226 2.91509 0.94931
H -0.36793 2.12716 -0.07260
H 2.04413 0.78447 1.27609
H 0.38253 0.52538 1.74829
H 1.81166 -1.04942 -0.15009
H 0.62463 -0.92731 -2.25092
H -0.35449 0.52684 -1.71718
H -2.48842 -0.78565 -0.28210
H -1.55405 0.35321 0.68178
H -1.83168 -1.27760 1.29838
H -1.05315 -2.98400 -0.26518
```

Calculated values
Relative energy (zero: lowest compared OMol25 entry of this formula, charge and spin) (eV): 1.203
2S+1: 1
E_tot (Eh): -311.01505
SMILES: CC[C@@H]1C[C@@]1(C)O
LUMO level (eV): 1.0

These are the Löwdin partial charges, in e, on atoms 1 to 5: C -0.115; C -0.225; C -0.208; C -0.037; C -0.535

***

ORCA calculation (the ωB97M-V functional and the def2-TZVPD basis) on a 2-piece molecular cluster, C21H29F2Si overall.

The geometry in XYZ format:
```
53
C21H29F2Si | OMol25 | the ωB97M-V functional and the def2-TZVPD basis
C 3.36365 -11.00325 -1.08972
C 3.27635 -9.52546 -0.63803
C 2.19429 -8.62420 -1.24321
C 2.19774 -7.16872 -0.67972
C 1.12071 -6.16018 -1.16390
C 1.20836 -4.72980 -0.50885
Si -0.22532 -3.51590 -1.01421
H -0.64212 -2.25121 0.00023
H 4.19204 -11.47544 -0.53353
H 2.44481 -11.56470 -0.85446
H 3.59113 -11.09614 -2.16419
H 3.14198 -9.52591 0.45780
H 4.25753 -9.06221 -0.84146
H 2.33607 -8.55488 -2.32656
H 1.20655 -9.04934 -1.04314
H 2.11651 -7.21704 0.41662
H 3.17216 -6.71301 -0.90698
H 1.20987 -6.03612 -2.25557
H 0.11679 -6.57634 -0.99062
H 1.29046 -4.83629 0.58884
H 2.15692 -4.27629 -0.83495
H 0.07235 -2.86791 -2.33899
H -1.50357 -4.25595 -1.06664
C 3.08882 -0.46289 4.71891
C 2.22512 -0.55944 3.50526
C 0.82261 -0.57935 3.63074
F 0.29327 -0.33364 4.88258
C -0.04456 -0.69890 2.55028
C 0.49264 -0.70488 1.22713
C -0.35820 -0.74946 0.00960
C -1.68028 -0.09629 -0.06111
C -2.18042 0.73173 0.99046
C -3.48264 1.19952 0.94089
F -3.95497 1.95175 1.99517
C -4.31002 1.01411 -0.16948
C -5.66358 1.64607 -0.17329
C -3.78518 0.28622 -1.26680
C -2.50631 -0.26599 -1.20999
C 1.90024 -0.80312 1.10103
C 2.75444 -0.72937 2.20605
H 4.11766 -0.71474 4.45685
H 3.08015 0.52682 5.19633
H 2.74684 -1.17908 5.47120
H -1.12460 -0.76628 2.73044
H 0.21842 -0.63031 -0.95993
H -1.51322 1.01724 1.81527
H -6.10820 1.56043 -1.16880
H -6.34956 1.15977 0.53839
H -5.61377 2.70930 0.12529
H -4.34649 0.25356 -2.20484
H -2.09384 -0.85310 -2.04959
H 2.32630 -0.90895 0.09387
H 3.84910 -0.72567 2.06747
```

Calculated values
2S+1: 1
E_tot (Eh): -1306.50008
LUMO level (eV): -5.4
Charge: +1

These are the Löwdin partial charges, in e, on atoms 1 to 5: C -0.111; C -0.279; C -0.220; C -0.219; C -0.275